(1)
The following is a DFT calculation (wB97M-V/def2-TZVPD) of C16H22N2O in the gas phase.

Geometry as XYZ:
```
41
Properties=species:S:1:pos:R:3:forces:R:3:lowdin_charge:R:1
C -4.292260 -1.230747 -1.500781 -0.266 0.093 -0.129 -0.03
N -3.146599 -0.970583 -0.678699 -0.009 0.011 -0.033 -0.11
C -2.150418 -1.856318 -0.379746 0.413 -0.061 0.235 -0.01
C -1.218653 -1.287009 0.440759 -0.009 -0.415 -0.055 -0.12
C 0.014005 -1.974513 0.952392 0.214 -0.104 -0.659 -0.32
O 0.206617 -1.789799 2.334915 0.068 0.082 0.315 -0.01
C 1.276282 -1.529802 0.170430 -0.372 -0.267 0.342 -0.13
N 1.561828 -0.130402 0.439033 -0.023 -0.118 0.126 -0.18
C 2.837898 0.124333 1.081147 0.324 -0.135 0.034 -0.19
C 4.032234 0.022534 0.124515 -0.147 0.254 0.107 -0.18
C 3.831536 0.981097 -1.046315 0.018 -0.289 -0.126 -0.21
C 2.495219 0.687181 -1.723366 -0.052 0.186 0.244 -0.18
C 1.364496 0.758817 -0.689816 -0.045 0.034 -0.342 -0.19
C -1.663313 0.051059 0.682317 -0.361 0.040 -0.204 -0.12
C -1.178891 1.132386 1.421068 -0.092 0.070 0.032 -0.03
C -1.892975 2.308577 1.424944 0.129 0.119 0.154 -0.09
C -3.086478 2.442087 0.710536 -0.126 0.024 -0.087 -0.10
C -3.592648 1.396381 -0.028595 -0.150 0.043 -0.077 -0.02
C -2.876711 0.204601 -0.037254 0.356 0.216 0.307 -0.18
H -4.320990 -0.543977 -2.351151 -0.024 -0.066 0.009 0.09
H -5.214810 -1.110345 -0.926531 0.013 -0.038 -0.053 0.10
H -4.242749 -2.251759 -1.874978 0.001 0.045 0.016 0.09
H -2.171875 -2.852929 -0.780205 -0.043 -0.188 -0.060 0.13
H -0.110337 -3.055936 0.816361 0.027 0.113 -0.040 0.15
H 0.399797 -0.852587 2.458395 0.046 0.003 0.011 0.07
H 1.107597 -1.716799 -0.894939 0.063 -0.003 -0.003 0.12
H 2.106231 -2.162052 0.499661 0.022 0.009 -0.046 0.12
H 2.956186 -0.572562 1.914336 -0.026 0.081 0.022 0.12
H 2.798110 1.140298 1.490731 0.063 -0.012 0.072 0.12
H 4.953284 0.258878 0.660123 0.049 -0.070 0.024 0.11
H 4.112505 -1.000300 -0.251662 0.047 -0.069 0.014 0.11
H 4.650507 0.883029 -1.762686 0.015 0.094 0.024 0.11
H 3.829897 2.009375 -0.675466 0.041 0.080 -0.003 0.11
H 2.305002 1.404826 -2.523171 -0.036 -0.034 -0.072 0.11
H 2.524506 -0.311536 -2.166206 -0.015 -0.036 -0.076 0.11
H 0.404018 0.522955 -1.151866 -0.016 0.091 0.041 0.12
H 1.303466 1.778887 -0.295831 -0.073 0.046 -0.068 0.12
H -0.251261 1.059282 1.966944 0.080 0.027 0.017 0.10
H -1.527913 3.152605 1.992232 0.042 0.051 0.050 0.10
H -3.617676 3.382168 0.740123 -0.050 0.060 -0.012 0.10
H -4.514683 1.498593 -0.581715 -0.095 0.031 -0.049 0.10
```
Forces are in eV/Å.

- Gap between HOMO and LUMO: 0.3099 Eh
- Multiplicity: 1
- Electronic energy: -21976.883 eV
- HOMO: -0.2809 Ha
- Relative energy (zero: lowest compared OMol25 entry of this formula, charge and spin): 34.12 kcal per mole



(2)
The following is a DFT calculation (wB97M-V/def2-TZVPD) of a molecular structure, C33H25N5O4ReS.

Geometry as XYZ:
```
69
Properties=species:S:1:pos:R:3:forces:R:3:lowdin_charge:R:1
Re -0.117032 -0.500329 -0.881588 0.039 -0.013 0.607 1.52
O -4.776103 2.728932 -1.093239 -0.032 0.026 0.001 0.05
C -4.350272 3.107958 0.123872 0.001 0.025 0.004 -0.27
C -4.937904 4.248919 0.676308 0.007 -0.011 -0.010 -0.02
C -4.548323 4.705953 1.917467 -0.005 0.018 0.007 -0.08
C -3.562592 4.039826 2.644366 0.006 0.004 0.002 -0.09
C -2.976092 2.918048 2.098703 0.011 -0.017 0.001 -0.03
C -3.350614 2.432341 0.843488 -0.013 -0.021 0.000 -0.08
C -2.607893 1.262455 0.313054 0.061 -0.003 0.057 -0.44
O -1.616295 0.815851 0.904870 -0.028 -0.013 -0.062 -0.07
N -3.071303 0.754945 -0.858372 0.013 -0.065 -0.032 0.06
N -2.259259 -0.173065 -1.371901 -0.116 0.080 0.027 -0.12
C -2.703528 -0.863099 -2.367934 0.013 0.004 0.009 -0.06
C -1.806665 -1.817333 -2.977209 -0.014 0.002 -0.015 -0.24
C -2.188525 -2.687113 -3.992351 0.010 0.022 0.004 0.00
C -1.266059 -3.589192 -4.482263 -0.014 -0.005 -0.008 -0.04
C 0.018041 -3.607241 -3.952183 0.041 0.009 0.012 -0.03
C 0.336418 -2.717358 -2.948641 -0.021 -0.001 -0.006 -0.09
N -0.555353 -1.837607 -2.478025 -0.084 0.060 -0.166 -0.07
H -4.286752 1.906108 -1.327353 0.023 -0.041 -0.015 0.06
H -5.702427 4.755274 0.101872 0.003 0.000 0.000 0.12
H -5.018450 5.591332 2.328019 0.004 -0.005 0.000 0.10
H -3.261517 4.398241 3.619577 -0.005 -0.004 -0.003 0.10
H -2.199772 2.379631 2.627350 -0.006 0.007 -0.004 0.12
H -3.716818 -0.723722 -2.723018 -0.006 -0.010 -0.002 0.14
H -3.200172 -2.648416 -4.371099 0.001 0.000 0.000 0.12
H -1.544319 -4.280406 -5.266637 0.004 0.006 -0.002 0.12
H 0.765681 -4.301801 -4.305576 -0.004 -0.003 0.001 0.11
H 1.310958 -2.685448 -2.482501 0.005 -0.012 -0.004 0.10
O -0.020470 1.197571 -1.962085 0.081 0.001 -0.287 -0.23
C -0.357478 2.387877 -1.475282 -0.036 0.031 -0.015 -0.34
C -1.112620 3.261260 -2.267854 0.013 -0.011 0.029 -0.01
C -1.475550 4.502663 -1.790485 -0.013 0.015 -0.011 -0.06
C -1.068148 4.938683 -0.527672 0.009 0.006 0.000 -0.08
C -0.296742 4.105237 0.249038 -0.013 -0.005 0.001 -0.03
C 0.043697 2.819772 -0.190744 0.007 0.018 0.032 -0.16
C 0.919653 1.996370 0.599513 0.030 0.017 -0.104 -0.03
N 1.037338 0.729495 0.419162 -0.081 0.003 0.057 -0.11
N 2.215255 0.164163 0.910784 -0.059 -0.007 0.024 0.12
C 2.524367 -0.834357 0.158445 0.057 -0.031 0.039 -0.43
O 1.756454 -1.230360 -0.837940 0.068 0.035 -0.101 -0.24
C 3.799641 -1.551737 0.364812 0.001 0.032 0.040 -0.16
C 4.287948 -2.404049 -0.617333 -0.023 -0.035 0.010 -0.02
C 5.484359 -3.078450 -0.420735 -0.007 -0.005 -0.012 -0.08
C 6.192177 -2.905118 0.759016 0.010 -0.003 0.012 -0.09
C 5.704571 -2.051694 1.741778 -0.008 -0.004 0.004 -0.08
C 4.513753 -1.374682 1.546925 0.027 0.039 -0.018 -0.03
H -1.425084 2.919480 -3.245805 0.008 0.004 -0.002 0.12
H -2.091467 5.146002 -2.406529 0.006 0.000 0.004 0.11
H -1.357190 5.915684 -0.165973 -0.007 -0.009 0.005 0.10
H 0.038141 4.423464 1.229566 -0.005 0.004 -0.004 0.12
H 1.610398 2.458303 1.300754 0.029 0.009 -0.030 0.14
H 3.727625 -2.534441 -1.533309 0.005 0.002 0.003 0.11
H 5.864092 -3.738722 -1.189817 -0.002 0.001 0.003 0.10
H 7.124357 -3.433171 0.914184 -0.003 -0.001 -0.001 0.10
H 6.252982 -1.919553 2.665617 0.002 0.001 -0.006 0.10
H 4.115489 -0.716511 2.306977 0.002 -0.004 -0.009 0.11
S -0.862353 -2.251756 0.547944 -0.028 -0.158 -0.065 0.63
C 0.376969 -2.516285 1.791945 0.018 0.048 0.005 -0.64
C 0.304375 -1.800529 2.984419 0.042 0.030 -0.013 -0.12
C 1.236194 -2.024561 3.986228 0.009 -0.004 0.006 -0.08
C 2.242962 -2.965321 3.809449 -0.004 0.001 -0.004 -0.10
C 2.311620 -3.684327 2.625132 -0.003 -0.021 0.017 -0.10
C 1.382724 -3.461351 1.619374 -0.034 -0.069 0.003 -0.13
H -0.478766 -1.063132 3.108329 -0.005 -0.001 -0.007 0.10
H 1.174024 -1.463198 4.910271 0.008 0.003 -0.007 0.10
H 2.972149 -3.135568 4.591569 -0.007 -0.006 0.001 0.10
H 3.095998 -4.416436 2.475881 0.004 0.012 0.004 0.11
H 1.429498 -4.024396 0.695393 0.008 0.024 -0.007 0.10
```
Forces are in eV/Å.

- Gap between HOMO and LUMO (alpha / beta): 0.2397 / 0.2422 Eh
- Multiplicity: 4
- Electronic energy: -63233.780 eV
- HOMO (alpha / beta): -0.2749 / -0.2965 Ha
- Relative energy (zero: lowest compared OMol25 entry of this formula, charge and spin): 0.00 kcal per mole



(3)
The following is a DFT calculation (wB97M-V/def2-TZVPD) of a molecular structure, C24H29AlClN2P2 at a distorted geometry.

Geometry as XYZ:
```
59
Properties=species:S:1:pos:R:3:forces:R:3:lowdin_charge:R:1
C 0.517689 3.858286 -1.393377 0.155 -0.076 -0.245 -0.04
C -0.205613 2.658356 -1.380496 0.476 -0.173 0.328 -0.22
C 0.471604 1.538857 -0.838358 0.066 0.209 -0.188 -0.20
C 1.872208 1.543815 -0.694660 0.575 0.795 0.297 -0.14
C 2.528228 2.763940 -0.581865 -0.658 0.342 -0.225 -0.03
C 1.840795 3.927592 -0.918413 -0.356 0.157 -0.029 -0.06
C 2.687685 0.304099 -1.001488 -0.936 0.875 -1.864 -0.11
C 1.675558 -0.661285 -1.544679 -0.593 0.552 -0.557 -0.28
C 0.405933 -0.770544 -0.924701 0.491 -0.200 -0.760 -0.23
C -0.006076 -2.161060 -0.869786 -0.585 0.541 -0.250 -0.26
C 0.030039 -2.841030 -2.101797 1.040 -0.008 0.061 -0.08
C 0.952519 -2.386242 -3.049100 -0.334 0.114 -1.374 -0.12
C 1.827985 -1.345999 -2.747362 0.303 -0.695 0.241 -0.05
H 0.042608 4.729390 -1.848228 0.227 -0.079 0.270 0.11
H 3.567450 2.762864 -0.253580 -0.132 0.162 -0.409 0.13
H 2.358892 4.884095 -0.893113 -0.202 -0.147 0.008 0.11
H 3.339350 0.566864 -1.860023 -0.297 0.195 0.274 0.13
H -0.561009 -3.743400 -2.301341 0.625 0.059 0.508 0.11
H 1.049961 -2.867969 -4.021571 -0.249 0.083 0.191 0.10
H 2.646780 -1.042200 -3.415556 -0.303 -0.426 0.343 0.12
N -0.252167 0.359448 -0.462659 0.932 -0.723 -0.447 0.05
Al -1.693688 0.964265 0.525211 1.238 1.279 0.745 0.32
C -1.576854 2.570677 -2.090932 -0.049 0.345 0.269 -0.23
H -1.514612 2.065040 -3.072796 0.253 0.167 0.443 0.11
H -1.927384 3.599395 -2.277976 0.252 -0.320 -0.060 0.09
C 0.391674 -2.769155 0.450007 -0.766 0.098 0.702 -0.27
H -0.172269 -2.295501 1.255943 0.033 -0.211 0.452 0.05
H 0.304586 -3.853133 0.516469 -0.332 -0.037 -0.120 0.09
P -3.007065 1.763225 -1.216964 0.237 -0.503 -0.553 0.83
P 2.196533 -2.273703 0.652173 -0.388 0.107 0.349 0.92
C 3.029240 -3.625228 -0.255843 0.440 0.148 -0.072 -0.24
H 3.543369 -4.276658 0.457519 -0.041 -0.013 -0.173 0.04
H 2.356042 -4.218807 -0.879776 0.016 0.181 0.053 0.05
H 3.774715 -3.138345 -0.895512 -0.063 -0.369 -0.062 0.04
C 2.604091 -2.666372 2.367477 -0.013 -0.701 0.472 -0.30
H 2.454796 -3.731687 2.572697 0.030 0.126 0.372 0.04
H 3.663277 -2.413915 2.520211 -0.296 -0.070 0.048 0.05
H 1.986572 -2.047254 3.030810 0.225 -0.267 -0.049 0.00
C -4.300391 3.026187 -1.028358 -0.103 -0.142 0.438 -0.22
H -4.933405 3.068122 -1.924331 0.224 -0.023 0.215 0.06
H -4.906882 2.735309 -0.158514 0.000 0.272 -0.308 0.06
H -3.850914 4.010028 -0.840569 -0.109 -0.331 0.018 0.06
C -3.639127 0.441124 -2.273941 -0.472 -0.080 -0.299 -0.24
H -4.059149 -0.329613 -1.607881 0.069 0.201 -0.436 0.05
H -4.435947 0.825725 -2.930037 0.350 -0.306 0.042 0.06
H -2.817306 0.000679 -2.859401 -0.322 0.111 0.204 0.06
H 3.389002 -0.073383 -0.285725 -0.182 -0.312 0.886 0.07
H -1.798027 2.459681 1.154075 0.167 -0.275 -0.054 -0.01
Cl -3.452416 -0.510437 5.525015 -0.143 -0.048 0.059 0.75
C -2.121886 -0.312086 4.465175 -0.018 0.065 -0.341 -0.63
C -0.816813 -0.459067 4.945270 -0.083 0.201 -0.891 -0.03
C 0.230375 -0.240226 4.052166 -0.146 0.144 -0.065 -0.02
C -0.036645 0.093827 2.727434 -0.836 -0.189 0.036 -0.07
N -1.315253 0.182247 2.269867 -0.525 -0.580 1.118 -0.02
C -2.362071 0.003654 3.128719 1.586 -0.198 0.167 -0.10
H -0.652079 -0.734231 5.976632 0.051 0.046 0.029 0.12
H 1.268922 -0.309205 4.365392 -0.247 -0.004 0.019 0.12
H 0.767924 0.279286 2.016040 -0.272 -0.068 0.032 0.12
H -3.361353 0.111651 2.726388 -0.012 -0.001 0.140 0.12
```
Forces are in eV/Å.

- Gap between HOMO and LUMO (alpha / beta): 0.2023 / 0.2023 Eh
- Total charge: +1
- Multiplicity: 1
- Electronic energy: -66028.141 eV
- HOMO (alpha / beta): -0.3346 / -0.3346 Ha
- Relative energy (zero: lowest compared OMol25 entry of this formula, charge and spin): 15.80 kcal per mole